{
  "formula": "C5H8O",
  "method": "ωB97M-V/def2-TZVPD",
  "elements": ["O", "H", "H", "H", "H", "C", "H", "C", "H", "C", "H", "H", "C", "C"],
  "positions_angstrom": [[-2.3795, 0.1349, 0.2348], [1.2687, 2.1204, 0.1108], [-0.2246, -1.3811, -1.6061], [-0.3992, -2.4506, -0.1566], [1.5264, -1.1816, 0.9291], [-1.2391, -0.2683, 0.4891], [-1.0387, -0.9527, 1.3415], [0.0407, 0.3586, 0.2676], [-0.4131, 2.4030, 0.6236], [-0.1090, -1.4676, -0.5364], [1.7728, -0.4460, -0.6778], [-0.0695, 2.0655, -1.0504], [0.2304, 1.8039, -0.0364], [1.0338, -0.7384, 0.0670]],
  "spin_multiplicity": 1,
  "homo_lumo_gap_ev": 8.3,
  "de_lowest_ev": 3.741,
  "charge": 0
}



{
  "formula": "C5H8O",
  "method": "ωB97M-V/def2-TZVPD",
  "elements": ["C", "H", "H", "C", "O", "H", "H", "C", "H", "H", "C", "C", "H", "H"],
  "positions_angstrom": [[1.6875, -0.4999, 0.4877], [-2.3790, -0.0639, -0.6440], [2.5051, 0.2008, 0.7146], [-0.3389, -0.0720, 0.0504], [0.4764, -0.1860, 1.1975], [-0.1818, 1.1355, -1.7917], [0.7543, 1.7662, -0.3645], [1.2309, -0.3538, -0.9778], [-0.0592, -1.0698, -0.6016], [2.0024, -1.5156, 0.7555], [0.3530, 0.8872, -0.8729], [-1.8275, -0.0806, 0.3006], [-2.0978, 0.8153, 0.8722], [-2.1255, -0.9635, 0.8740]],
  "spin_multiplicity": 1,
  "homo_lumo_gap_ev": 9.3,
  "de_lowest_ev": 4.849,
  "charge": 0
}



{
  "formula": "C5H8O",
  "method": "ωB97M-V/def2-TZVPD",
  "elements": ["C", "H", "C", "H", "O", "H", "H", "H", "C", "H", "H", "C", "C", "H"],
  "positions_angstrom": [[1.6323, 0.4483, -0.3664], [1.4523, 0.8915, -1.3442], [-1.2373, -1.8292, 0.4120], [1.5819, -0.6373, -0.4876], [-1.1438, -0.9205, -1.8936], [-1.1260, -1.2405, 1.3098], [0.8322, 0.8045, 1.6768], [-1.2661, 1.8532, 1.0054], [0.6050, 0.9407, 0.6177], [-1.4542, -2.8887, 0.4599], [-0.8078, 1.6993, -0.7770], [-1.1879, -1.2950, -0.7855], [-0.5500, 1.5076, 0.2653], [2.6693, 0.6660, -0.0925]],
  "spin_multiplicity": 1,
  "homo_lumo_gap_ev": 10.2,
  "de_lowest_ev": 1.883,
  "charge": 0,
  "smiles": "C=C=O.C=CC"
}



{
  "formula": "C5H8O",
  "method": "ωB97M-V/def2-TZVPD",
  "elements": ["H", "H", "C", "C", "H", "H", "C", "H", "C", "H", "O", "C", "H", "H"],
  "positions_angstrom": [[1.4196, 0.2712, 1.5912], [-2.1945, 1.3922, 0.3968], [0.7091, 0.5344, -0.5628], [1.6231, -0.0825, 0.5852], [-1.2764, -0.0918, -1.4435], [0.7954, -1.4358, -1.6710], [0.4620, -0.9330, -0.7596], [2.7161, -0.1684, 0.3967], [-1.7528, 0.3916, 0.5954], [-1.2222, 0.4676, 1.5371], [1.1120, -1.4030, 0.3885], [-0.7319, 0.0006, -0.5061], [0.9763, 1.3055, -1.2934], [-2.6358, -0.2486, 0.7454]],
  "spin_multiplicity": 1,
  "homo_lumo_gap_ev": 10.2,
  "de_lowest_ev": 3.428,
  "charge": 0
}



What is the charge in the second record?
0